No. 1
Density functional theory data (ωB97M-V/def2-TZVPD) for one molecule with the formula C5H7N at a distorted geometry.

```
13
Properties=species:S:1:pos:R:3:forces:R:3
C 0.545934 -0.360319 -1.527885 0.0 2.6 2.7
C 0.671043 -0.341596 0.068583 0.9 -4.9 0.0
C -0.275584 0.938942 0.790106 -3.4 2.4 0.4
N -0.886942 2.013640 0.074064 0.8 -2.7 3.2
C -0.618616 -0.562205 0.791698 0.8 3.0 0.9
C 1.122234 -1.169969 1.165681 -4.8 2.7 -5.5
H 1.416302 0.210034 -1.810934 0.1 0.1 -1.2
H -0.461457 0.206688 -1.796011 2.2 -1.1 0.7
H 0.603216 -1.381160 -1.777100 0.0 -1.1 -0.7
H 0.509428 1.186047 1.549352 -0.7 0.1 -1.3
H -1.908216 2.090458 0.383914 1.4 -0.9 -1.3
H -1.532925 -0.945329 0.192552 1.9 0.1 1.3
H 0.815582 -1.885232 1.895980 0.8 -0.3 0.6
```
Positions in Å, forces in eV/Å.

As for the total energy: -6778.852 eV. The HOMO-LUMO gap is 6.12 eV. For the strongest force on any atom, the calculation gives 0.1510 Eh/bohr. The value obtained for the relative energy (zero: lowest compared OMol25 entry of this formula, charge and spin) is 222.8 kcal/mol.



No. 2
Density functional theory data (ωB97M-V/def2-TZVPD) for C39H48N5OV as an isolated structure.

```
94
Properties=species:S:1:pos:R:3:forces:R:3
V -0.242478 -1.067025 0.100428 0.6 -0.3 -0.2
C -3.804025 1.634858 0.324564 0.0 0.1 0.0
C -2.507451 1.141593 0.092477 0.0 0.0 0.0
N -2.143818 -0.071571 0.434449 -0.1 0.1 0.1
C -3.029958 -0.861048 1.115962 0.0 0.1 0.1
C -4.360463 -0.471513 1.335331 0.0 -0.1 -0.1
C -4.733268 0.819559 0.896295 0.0 0.0 0.0
C -5.226923 -1.334297 2.051663 0.0 0.0 0.0
C -4.721024 -2.493235 2.569551 0.0 0.0 0.0
C -3.361319 -2.841487 2.441495 0.0 0.0 0.0
C -2.476322 -2.029189 1.746657 0.1 0.0 0.0
N -1.125158 -2.117484 1.619877 -0.1 0.0 0.1
C -0.259501 -2.451779 2.646897 0.0 0.0 0.0
C -0.438273 -3.357607 3.690742 0.0 0.0 0.0
C 0.531950 -3.474377 4.691769 0.0 0.0 0.0
C 1.676149 -2.708677 4.679624 0.0 0.0 0.0
C 1.898201 -1.783898 3.636605 0.1 0.0 -0.1
C 3.016470 -0.895135 3.593914 0.0 0.0 0.0
C 3.076551 0.049081 2.563035 0.0 0.0 0.0
C 2.095028 0.100059 1.605017 0.0 0.0 0.0
N 1.038744 -0.764224 1.575243 -0.1 0.1 0.0
C 0.932940 -1.686914 2.618687 0.0 0.1 0.1
H -4.043088 2.646152 0.025917 0.0 0.0 0.0
H -1.759701 1.737587 -0.412676 0.0 0.0 0.0
H -5.749608 1.159030 1.062789 0.0 0.0 0.0
H -6.262509 -1.052227 2.195155 0.0 0.0 0.0
H -5.374038 -3.161458 3.118898 0.0 0.0 0.0
H -3.017786 -3.756965 2.893634 0.0 0.0 0.0
H -1.310831 -3.988330 3.735156 0.0 0.0 0.0
H 0.374377 -4.188290 5.492414 0.0 0.0 0.0
H 2.415393 -2.801020 5.467068 0.0 0.0 0.0
H 3.790062 -0.966025 4.348329 0.0 0.0 0.0
H 3.895588 0.755974 2.501299 0.0 0.0 0.0
H 2.114315 0.819043 0.800811 0.0 0.0 0.0
C -0.281925 1.864435 -2.260788 0.0 0.0 0.0
C 1.081429 1.837994 -1.858510 0.0 0.0 0.0
C 1.518050 0.481545 -1.940113 0.0 0.0 0.1
C 0.355008 -0.285909 -2.277957 -0.1 0.0 0.0
C -0.733946 0.573416 -2.534871 0.1 0.0 -0.1
C -1.968226 0.157727 -3.318278 0.0 0.0 0.0
C -3.028601 1.259797 -3.349274 0.0 0.0 0.0
C -1.529260 -0.104626 -4.771413 0.0 0.0 0.0
C -2.591875 -1.131849 -2.773593 0.0 0.0 0.0
C 2.915184 -0.145245 -2.174049 0.0 0.0 0.0
C 2.762928 -1.517801 -2.856408 0.0 0.0 0.0
C 3.717479 0.715189 -3.164289 0.0 0.0 0.0
C 3.775291 -0.422001 -0.932757 0.0 0.0 0.0
C 1.759846 3.162163 -1.485035 0.0 0.0 0.0
C 2.976544 3.035054 -0.562043 0.0 0.0 0.0
C 2.166314 3.929624 -2.755795 0.0 0.0 0.0
C 0.764448 4.053742 -0.716600 0.0 0.0 0.0
H -0.886257 2.761044 -2.325615 0.0 0.0 0.0
H 0.381805 -1.314182 -2.597324 0.0 0.0 0.0
H -2.601585 2.199218 -3.706725 0.0 0.0 0.0
H -3.462629 1.432307 -2.363351 0.0 0.0 0.0
H -3.841389 0.979271 -4.026247 0.0 0.0 0.0
H -1.095975 0.801334 -5.201343 0.0 0.0 0.0
H -2.380185 -0.414745 -5.388745 0.0 0.0 0.0
H -0.770231 -0.887792 -4.805679 0.0 0.0 0.0
H -2.978658 -0.990379 -1.763110 0.0 0.0 0.0
H -1.856870 -1.940062 -2.745285 0.0 0.0 0.0
H -3.425999 -1.450942 -3.406917 0.0 0.0 0.0
H 2.236220 -1.429066 -3.808655 0.0 0.0 0.0
H 2.219970 -2.217890 -2.219434 0.0 0.0 0.0
H 3.757892 -1.928620 -3.053325 0.0 0.0 0.0
H 3.121102 0.913956 -4.057626 0.0 0.0 0.0
H 4.625939 0.182405 -3.464788 0.0 0.0 0.0
H 4.023304 1.671443 -2.747213 0.0 0.0 0.0
H 3.273900 -1.131129 -0.273382 0.0 0.0 0.0
H 4.006699 0.469685 -0.354454 0.0 0.0 0.0
H 4.726084 -0.868248 -1.244628 0.0 0.0 0.0
H 3.715791 2.328258 -0.922490 0.0 0.0 0.0
H 2.669872 2.724634 0.439223 0.0 0.0 0.0
H 3.465237 4.009964 -0.466582 0.0 0.0 0.0
H 2.949116 3.411190 -3.308893 0.0 0.0 0.0
H 2.530379 4.932255 -2.503253 0.0 0.0 0.0
H 1.303751 4.030332 -3.417412 0.0 0.0 0.0
H 0.346742 3.517864 0.139514 0.0 0.0 0.0
H -0.061793 4.383173 -1.347370 0.0 0.0 0.0
H 1.275691 4.950224 -0.350396 0.0 0.0 0.0
N 0.443392 1.090915 4.249517 0.0 -0.1 0.1
C -0.718319 0.383464 4.448995 0.1 0.0 -0.1
C -1.647708 0.987689 3.659293 0.0 0.1 -0.1
N -1.080345 2.035681 2.961077 -0.2 0.1 0.2
C 0.170234 2.060129 3.343170 0.0 -0.1 -0.2
H 1.368396 0.781579 4.511184 0.0 0.0 0.0
H -0.759724 -0.494190 5.071996 0.0 0.0 0.0
H -2.683482 0.715906 3.529883 0.0 0.0 0.0
H 0.927356 2.732947 2.972145 0.0 0.0 0.0
C 0.426404 -3.920171 -0.175766 0.0 0.0 0.0
O 0.357956 -2.630854 -0.715550 -0.2 0.1 0.1
H 0.728098 -4.628153 -0.957550 0.0 0.0 0.0
H -0.532972 -4.257159 0.233303 0.0 0.0 0.0
H 1.165873 -3.985695 0.632504 0.0 0.0 0.0
```
Positions in Å, forces in eV/Å.

As for the total energy: -76410.794 eV. Its total charge is -1. As for the spin multiplicity: 4. The HOMO-LUMO gap (spin up / spin down) is 4.96 / 6.29 eV. For the strongest force on any atom, the calculation gives 0.0136 Eh/bohr. The value obtained for the relative energy (zero: lowest compared OMol25 entry of this formula, charge and spin) is 0.0 kcal/mol.